Entry 1:
Computed, not measured: C18H15BCrO3 as an isolated structure in a non-equilibrium geometry, with wB97M-V/def2-TZVPD.

Atoms and positions in Å:
O1 -2.53 2.02 5.02
C1 -1.57 2.61 4.73
Cr1 0.06 3.58 4.57
C2 0.73 2.25 5.77
O2 1.06 1.46 6.56
C3 -0.50 4.41 6.20
O3 -0.91 4.75 7.24
C4 -0.44 5.02 3.04
C5 -0.27 3.75 2.43
C6 0.88 3.02 2.68
C7 1.94 3.50 3.50
C8 2.99 2.62 3.92
C9 3.86 1.80 4.17
C10 4.57 0.87 5.06
C11 4.59 -0.59 4.76
C12 5.51 -1.50 5.32
C13 5.34 -2.88 5.10
C14 4.17 -3.38 4.49
C15 3.21 -2.47 4.02
C16 3.40 -1.09 4.24
C17 1.75 4.79 4.07
C18 0.61 5.56 3.81
H1 -1.33 5.61 2.82
H2 -1.08 3.33 1.80
H3 0.97 1.98 2.32
H4 5.56 1.22 5.34
H5 6.37 -1.10 5.86
H6 6.11 -3.56 5.47
H7 4.03 -4.48 4.42
H8 2.31 -2.86 3.56
H9 2.59 -0.43 3.94
H10 2.51 5.15 4.77
H11 0.48 6.55 4.29
H12 3.75 0.80 5.79
B1 5.71 1.79 8.69
H13 6.51 2.07 7.86
H14 4.67 2.37 8.53
H15 5.51 0.66 8.81

Computed properties:
multiplicity	4
LUMO (spin up / spin down)	-10.685 / -13.346	eV
relative energy (zero: lowest compared OMol25 entry of this formula, charge and spin)	0.00	kcal/mol
total energy	-1988.60363	Ha
total charge	+3

---

Entry 2:
Computed, not measured: C18H15CrN3O3 as an isolated structure in a non-equilibrium geometry, with wB97M-V/def2-TZVPD.

Atoms and positions in Å:
Cr1 0.30 0.29 -0.31
O1 2.89 0.03 0.22
C1 3.90 0.32 -0.45
O2 1.43 0.78 -2.01
C2 2.59 0.86 -2.49
O3 2.77 1.06 -3.78
N1 3.78 0.82 -1.79
C3 4.18 1.41 -4.00
C4 4.90 1.11 -2.71
H1 4.23 2.47 -4.24
H2 4.59 0.82 -4.83
H3 5.50 1.95 -2.36
H4 5.58 0.26 -2.83
C5 5.30 0.24 -0.01
C6 5.67 -0.51 1.06
H5 6.08 0.78 -0.59
H6 5.01 -1.26 1.51
H7 6.68 -0.41 1.49
C7 -1.10 1.17 3.68
C8 -0.30 0.99 2.54
N2 -0.80 0.44 1.41
C9 -2.09 -0.03 1.43
C10 -2.98 0.10 2.53
C11 -2.44 0.75 3.67
C12 -4.32 -0.39 2.34
C13 -4.71 -1.00 1.15
C14 -3.79 -1.16 0.04
C15 -4.04 -1.76 -1.22
C16 -3.02 -1.83 -2.18
C17 -1.77 -1.26 -1.90
N3 -1.51 -0.62 -0.74
C18 -2.49 -0.64 0.22
H8 -0.64 1.66 4.54
H9 0.76 1.24 2.44
H10 -3.04 0.92 4.56
H11 -5.04 -0.27 3.15
H12 -5.74 -1.36 1.03
H13 -5.02 -2.18 -1.47
H14 -3.16 -2.30 -3.15
H15 -0.90 -1.28 -2.57

Computed properties:
multiplicity	5
LUMO (spin up / spin down)	-6.702 / -6.893	eV
total energy	-2128.92289	Ha
total charge	+2

---

Entry 3:
Computed, not measured: C18H15F24N9O16S8Zn as an isolated structure in a non-equilibrium geometry, with wB97M-V/def2-TZVPD.

Atoms and positions in Å:
Zn1 4.10 -2.52 7.73
C1 4.62 1.00 5.77
F1 3.89 2.06 5.30
F2 4.50 -0.12 5.06
F3 5.88 1.39 5.80
S1 3.90 0.68 7.63
O1 4.15 1.95 8.32
O2 2.51 0.41 7.48
N1 4.85 -0.75 8.05
S2 6.07 -0.14 8.87
O3 7.16 -1.14 8.90
O4 6.61 1.15 8.35
C2 5.53 0.12 10.71
F4 4.52 0.99 10.79
F5 5.21 -1.09 11.28
F6 6.53 0.65 11.45
C3 4.49 -10.42 -0.12
F7 4.86 -9.51 -0.97
F8 3.70 -9.98 0.85
F9 3.86 -11.34 -0.84
S3 6.00 -11.28 0.75
O5 5.73 -12.66 1.01
O6 7.07 -11.09 -0.26
N2 6.34 -10.28 2.17
S4 5.48 -11.02 3.28
O7 4.10 -11.36 2.91
O8 6.35 -12.05 3.94
C4 5.20 -9.60 4.59
F10 6.14 -8.65 4.43
F11 3.95 -9.04 4.36
F12 5.35 -10.00 5.82
C5 6.04 -5.41 5.34
F13 6.92 -5.55 6.31
F14 6.62 -5.74 4.27
F15 4.98 -6.20 5.72
S5 5.54 -3.49 5.11
O9 6.45 -2.75 5.94
O10 5.67 -3.21 3.68
N3 4.03 -3.28 5.97
S6 2.98 -3.91 4.99
O11 3.35 -4.77 3.89
O12 1.96 -4.43 5.88
C6 2.32 -2.24 4.12
F16 3.11 -1.82 3.13
F17 1.09 -2.48 3.61
F18 2.34 -1.30 5.03
C7 3.22 -4.96 11.09
F19 2.22 -5.51 11.75
F20 3.62 -3.85 11.71
F21 4.23 -5.80 11.02
S7 2.37 -4.60 9.29
O13 3.12 -5.50 8.44
O14 0.91 -4.87 9.30
N4 2.71 -2.99 8.98
S8 1.64 -2.13 9.81
O15 0.92 -2.75 10.92
O16 2.27 -0.89 10.24
C8 0.20 -1.75 8.46
F22 -0.58 -2.82 8.45
F23 -0.53 -0.63 8.81
F24 0.68 -1.56 7.26
C9 8.22 -4.72 9.15
C10 6.86 -4.19 8.91
N5 5.80 -3.81 8.75
H1 8.04 -5.74 9.49
H2 8.67 -4.14 9.97
H3 8.79 -4.59 8.23
C11 -0.39 0.77 5.17
C12 -0.99 1.48 6.36
N6 -1.37 2.04 7.28
H4 0.05 -0.20 5.42
H5 0.43 1.44 4.91
H6 -1.15 0.67 4.39
C13 0.53 -7.23 5.99
C14 -0.13 -8.31 6.74
N7 -0.58 -9.24 7.35
H7 1.27 -6.79 6.66
H8 -0.26 -6.48 5.90
H9 0.95 -7.50 5.02
C15 9.51 -5.11 3.10
C16 9.00 -6.44 3.14
N8 8.62 -7.53 3.14
H10 8.71 -4.37 3.14
H11 10.08 -5.09 2.17
H12 10.27 -4.86 3.85
C17 6.15 -0.19 2.31
C18 5.00 0.73 2.25
N9 4.13 1.54 2.26
H13 6.66 0.17 1.42
H14 5.70 -1.16 2.11
H15 6.71 -0.13 3.24

Computed properties:
multiplicity	1
LUMO	3.042	eV
relative energy (zero: lowest compared OMol25 entry of this formula, charge and spin)	80.05	kcal/mol
total energy	-9753.07357	Ha
total charge	-2

---

Entry 4:
Computed, not measured: C18H16Cl2IrN4PS3 as an isolated structure in a non-equilibrium geometry, with wB97M-V/def2-TZVPD.

Atoms and positions in Å:
Ir1 -0.45 -0.14 0.49
Cl1 0.79 -0.42 2.77
C1 0.58 -2.14 3.05
C2 1.39 -2.71 4.01
C3 1.23 -4.06 4.31
C4 0.26 -4.79 3.64
C5 -0.53 -4.19 2.68
Cl2 -1.72 -5.16 1.88
C6 -0.40 -2.83 2.33
S1 -1.44 -2.17 1.09
H1 2.12 -2.11 4.52
H2 1.85 -4.53 5.06
H3 0.12 -5.84 3.85
S2 -1.44 1.89 1.80
C7 -0.08 2.54 0.97
N1 0.58 1.69 0.21
C8 1.69 2.26 -0.39
C9 2.63 1.63 -1.21
C10 3.67 2.39 -1.72
C11 3.79 3.75 -1.42
C12 2.88 4.38 -0.60
C13 1.83 3.62 -0.08
S3 0.56 4.14 1.00
H4 2.55 0.58 -1.43
H5 4.41 1.92 -2.36
H6 4.61 4.32 -1.84
H7 2.97 5.43 -0.35
C14 -3.80 0.33 0.15
P1 -2.25 0.18 -0.78
C15 -2.15 1.63 -1.84
C16 -2.66 -1.19 -1.90
H8 -4.62 0.45 -0.57
H9 -3.79 1.19 0.82
H10 -3.96 -0.58 0.72
H11 -3.01 1.66 -2.51
H12 -1.23 1.60 -2.44
H13 -2.14 2.53 -1.23
H14 -3.50 -0.89 -2.52
H15 -2.93 -2.07 -1.32
H16 -1.82 -1.45 -2.55
N2 0.54 -1.00 -1.06
C17 0.55 -1.03 -2.23
N3 0.56 -1.19 -3.49
C18 0.78 -0.21 -4.35
N4 0.94 0.61 -5.15

Computed properties:
multiplicity	1
LUMO	-0.371	eV
relative energy (zero: lowest compared OMol25 entry of this formula, charge and spin)	20.25	kcal/mol
total energy	-3475.26751	Ha
total charge	0

---

Entry 5:
Computed, not measured: a 2-piece molecular cluster, C18H16Cl2N2O4 overall in a non-equilibrium geometry, with wB97M-V/def2-TZVPD.

Atoms and positions in Å:
Cl1 -2.91 -4.63 0.70
C1 -1.58 -3.80 0.02
C2 -0.31 -4.25 0.15
C3 0.86 -3.47 -0.27
O1 2.01 -3.71 0.13
C4 0.53 -2.31 -1.15
Cl2 1.88 -1.45 -1.78
C5 -0.75 -1.91 -1.37
C6 -1.88 -2.48 -0.64
O2 -2.97 -1.89 -0.55
H1 -0.13 -5.18 0.69
H2 -0.91 -1.04 -1.99
C7 -2.75 0.56 2.24
O3 -1.50 0.65 1.52
C8 -1.44 1.38 0.39
C9 -0.15 1.59 -0.10
N1 0.93 0.93 0.56
C10 0.88 -0.38 0.98
N2 2.06 -0.54 1.64
C11 2.46 -1.73 2.36
C12 2.83 0.61 1.61
C13 2.12 1.53 0.93
C14 0.11 2.30 -1.27
O4 1.40 2.26 -1.68
C15 1.85 2.93 -2.87
C16 -0.97 2.91 -1.94
C17 -2.27 2.71 -1.46
C18 -2.52 1.95 -0.32
H3 -2.49 0.07 3.18
H4 -3.18 1.56 2.43
H5 -3.47 -0.07 1.67
H6 1.65 -2.46 2.32
H7 3.36 -2.16 1.91
H8 2.67 -1.46 3.40
H9 3.78 0.70 2.09
H10 2.33 2.56 0.71
H11 2.93 2.77 -2.88
H12 1.39 2.48 -3.76
H13 1.64 4.01 -2.82
H14 -0.81 3.52 -2.83
H15 -3.11 3.16 -1.98
H16 -3.54 1.81 0.05

Computed properties:
multiplicity	1
LUMO	-1.700	eV
relative energy (zero: lowest compared OMol25 entry of this formula, charge and spin)	0.00	kcal/mol
total energy	-2026.25400	Ha
total charge	0

---

Entry 6:
Computed, not measured: C18H16Cl8N2O2STc as an isolated structure, with wB97M-V/def2-TZVPD.

Atoms and positions in Å:
Tc1 -0.03 -0.45 0.18
C1 1.27 -1.00 -1.40
C2 -1.42 -1.56 -2.04
N1 -1.78 -2.74 -1.68
C3 -1.92 -3.39 -0.36
C4 -0.58 -3.85 0.21
S1 0.07 -2.52 1.25
C5 1.86 -2.80 1.35
C6 2.74 -1.95 0.41
N2 2.04 -0.82 -0.26
H1 1.21 -2.07 -1.62
H2 1.88 1.10 -5.18
H3 -1.26 -0.84 -1.16
H4 -1.16 1.40 -3.78
H5 -2.03 -3.34 -2.45
H6 -2.43 -2.69 0.31
H7 -2.57 -4.25 -0.51
H8 -0.73 -4.71 0.85
H9 0.12 -4.11 -0.59
H10 2.11 -2.59 2.39
H11 2.03 -3.87 1.19
H12 3.56 -1.53 0.99
H13 3.18 -2.57 -0.37
H14 2.56 0.04 -0.21
Cl1 -2.61 2.35 6.18
C7 -2.36 1.62 4.64
C8 -1.08 1.43 4.18
C9 -0.94 0.84 2.93
Cl2 0.69 0.58 2.29
C10 -1.99 0.44 2.12
O1 -1.81 -0.13 0.93
C11 -3.27 0.65 2.64
Cl3 -4.63 0.15 1.70
C12 -3.46 1.23 3.88
H15 -0.22 1.72 4.77
H16 -4.46 1.38 4.26
Cl4 3.00 4.97 -4.39
C13 2.13 4.03 -3.26
C14 1.53 2.86 -3.62
Cl5 1.77 2.38 -5.34
C15 0.83 2.04 -2.73
Cl6 -0.17 0.71 -3.25
C16 0.76 2.34 -1.36
O2 0.20 1.61 -0.49
C17 1.37 3.60 -0.98
Cl7 1.26 4.03 0.66
C18 2.01 4.41 -1.89
Cl8 2.71 5.88 -1.40

Computed properties:
multiplicity	2
LUMO (spin up / spin down)	-6.624 / -6.632	eV
relative energy (zero: lowest compared OMol25 entry of this formula, charge and spin)	136.32	kcal/mol
total energy	-5115.13494	Ha
total charge	+2

---

Entry 7:
Computed, not measured: C18H16N4NiO3S2Si as an isolated structure in a non-equilibrium geometry, with wB97M-V/def2-TZVPD.

Atoms and positions in Å:
Ni1 -0.51 0.06 -1.45
C1 5.01 0.23 0.61
Si1 3.88 0.26 2.09
C2 4.24 1.85 3.04
C3 4.36 -1.20 3.17
C4 2.03 0.17 1.87
C5 1.26 0.08 3.02
C6 -0.13 -0.01 2.97
C7 -0.71 -0.07 1.71
N1 0.00 0.00 0.60
C8 1.34 0.20 0.63
S1 2.00 0.51 -0.93
H1 6.05 0.25 0.95
H2 4.82 1.08 -0.05
H3 4.85 -0.68 0.01
H4 5.31 1.96 3.28
H5 3.67 1.89 3.97
H6 3.94 2.70 2.42
H7 5.43 -1.19 3.42
H8 4.14 -2.13 2.63
H9 3.79 -1.22 4.10
H10 1.74 0.07 3.99
H11 -0.74 -0.06 3.86
H12 -1.79 -0.18 1.58
O1 -3.82 -2.42 -0.97
C9 -3.22 -1.35 -1.12
O2 -1.96 -1.26 -1.27
C10 -4.08 -0.07 -1.12
C11 -5.46 -0.31 -1.09
C12 -6.40 0.70 -1.08
C13 -5.95 2.02 -1.11
C14 -4.60 2.29 -1.14
C15 -3.62 1.27 -1.15
S2 -1.97 1.86 -1.15
H13 -5.76 -1.35 -1.06
H14 -7.46 0.47 -1.06
H15 -6.66 2.84 -1.11
H16 -4.25 3.31 -1.16
O3 -0.28 0.13 -3.45
N2 0.24 -1.01 -3.33
C16 0.21 -1.83 -4.36
C17 -0.31 -1.44 -5.65
N3 -0.69 -1.14 -6.69
C18 0.80 -3.13 -4.23
N4 1.26 -4.18 -4.19

Computed properties:
multiplicity	3
LUMO (spin up / spin down)	4.325 / 4.325	eV
relative energy (zero: lowest compared OMol25 entry of this formula, charge and spin)	6.14	kcal/mol
total energy	-3734.56256	Ha
total charge	-2

---

Entry 8:
Computed, not measured: C18H16O6 in the gas phase in a non-equilibrium geometry, with wB97M-V/def2-TZVPD.

Atoms and positions in Å:
C1 -5.23 -2.55 0.54
C2 -5.37 -1.09 0.94
C3 -6.59 -0.43 0.29
O1 -4.17 -0.35 0.65
C4 -3.75 -0.22 -0.60
O2 -4.28 -0.67 -1.59
C5 -2.51 0.58 -0.66
C6 -1.77 0.95 -1.76
C7 -0.70 1.72 -1.26
C8 -0.86 1.77 0.09
C9 -0.06 2.45 1.16
O3 1.22 2.83 0.73
C10 2.14 1.88 0.44
C11 3.38 2.36 0.00
C12 4.40 1.49 -0.31
C13 4.21 0.11 -0.20
C14 5.22 -0.86 -0.50
C15 4.96 -2.17 -0.36
C16 3.66 -2.64 0.10
O4 3.35 -3.80 0.26
O5 2.72 -1.68 0.38
C17 2.97 -0.37 0.24
C18 1.93 0.51 0.56
O6 -1.95 1.08 0.46
H1 -6.10 -3.11 0.90
H2 -4.33 -2.98 0.98
H3 -5.18 -2.64 -0.54
H4 -5.44 -1.00 2.03
H5 -7.49 -0.92 0.65
H6 -6.64 0.62 0.56
H7 -6.54 -0.52 -0.79
H8 -1.98 0.69 -2.77
H9 0.08 2.18 -1.83
H10 -0.55 3.39 1.45
H11 -0.01 1.80 2.05
H12 3.51 3.43 -0.08
H13 5.35 1.87 -0.65
H14 6.19 -0.51 -0.84
H15 5.68 -2.94 -0.57
H16 1.00 0.09 0.88

Computed properties:
multiplicity	1
LUMO	0.089	eV
relative energy (zero: lowest compared OMol25 entry of this formula, charge and spin)	6.93	kcal/mol
SMILES	CC(C)OC(=O)c1ccc(COc2ccc3ccc(=O)oc3c2)o1
total energy	-1146.95765	Ha
total charge	0